ORCA calculation (ωB97M-V with the def2-TZVPD basis set) on a 10-piece molecular cluster, C50H136F6N18O18P8 overall in a non-equilibrium geometry.

HOMO energy (eV): -8.051
Electronic energy (Eh): -7657.0632
Orbital gap (eV): 8.25
SMILES: CN(C)P(=O)(N(C)C)N(C)C.CN(C)P(=O)(N(C)C)N(C)C.CN(C)P(=O)(N(C)C)N(C)C.CN(C)P(=O)(N(C)C)N(C)C.CN(C)P(=O)(N(C)C)N(C)C.CN(C)P(=O)(N(C)C)N(C)C.CCOC(=O)C(F)(F)F.CCOC(=O)C(F)(F)F.COP(=O)(OC)OC.COP(=O)(OC)OC

Positions of all 236 atoms, in Å:
C 5.01 2.78 2.48
N 5.35 2.33 1.13
C 4.24 2.47 0.15
P 6.88 2.31 0.59
O 7.01 1.71 -0.77
N 7.70 3.75 0.56
C 7.75 4.60 1.69
C 8.25 4.28 -0.65
N 7.70 1.47 1.85
C 7.22 0.07 2.15
C 9.11 1.67 2.07
H 5.76 2.53 3.24
H 4.15 2.26 2.79
H 4.94 3.91 2.44
H 3.37 1.97 0.52
H 4.53 2.08 -0.83
H 3.94 3.48 0.13
H 8.81 4.88 1.92
H 7.12 5.44 1.59
H 7.41 4.18 2.65
H 7.85 3.69 -1.49
H 8.09 5.41 -0.73
H 9.35 4.07 -0.63
H 7.06 -0.62 1.27
H 7.96 -0.46 2.78
H 6.32 0.12 2.79
H 9.59 2.15 1.20
H 9.56 0.70 2.11
H 9.30 2.32 2.91
C 0.44 -3.07 -2.36
N 0.94 -4.42 -2.71
C 1.48 -4.55 -4.09
P 0.61 -5.84 -1.90
O -0.36 -6.59 -2.70
N 2.09 -6.66 -1.77
C 2.04 -7.83 -0.88
C 3.41 -6.21 -2.00
N 0.07 -5.48 -0.42
C 0.98 -4.79 0.49
C -1.32 -5.72 -0.01
H 0.19 -3.13 -1.29
H -0.41 -2.78 -2.96
H 1.24 -2.35 -2.51
H 1.44 -5.57 -4.43
H 2.51 -4.12 -4.15
H 0.78 -4.01 -4.74
H 2.58 -8.65 -1.41
H 2.51 -7.61 0.10
H 1.01 -8.17 -0.71
H 4.01 -5.87 -1.11
H 3.98 -7.00 -2.47
H 3.38 -5.26 -2.53
H 2.03 -4.92 0.20
H 0.84 -3.66 0.43
H 0.75 -5.09 1.51
H -1.97 -4.79 0.09
H -1.46 -6.23 0.96
H -1.72 -6.39 -0.79
C -0.90 6.59 1.53
N -0.39 5.35 0.96
C -1.47 4.43 0.48
P 1.06 5.19 0.12
O 1.47 3.76 0.22
N 0.84 5.60 -1.49
C -0.02 6.68 -2.09
C 1.98 5.26 -2.42
N 2.16 6.18 0.84
C 2.75 5.65 2.09
C 2.36 7.63 0.70
H -0.16 7.39 1.66
H -1.35 6.35 2.49
H -1.66 7.07 0.84
H -2.15 4.33 1.29
H -1.09 3.45 0.32
H -1.98 4.86 -0.40
H -0.89 6.78 -1.38
H 0.49 7.57 -2.16
H -0.31 6.36 -3.07
H 2.34 4.30 -2.09
H 1.49 5.16 -3.40
H 2.72 6.04 -2.40
H 3.86 5.93 2.06
H 2.27 6.09 2.94
H 2.66 4.53 2.08
H 1.94 8.14 1.55
H 1.73 8.00 -0.10
H 3.40 7.90 0.55
C -6.42 4.33 -3.59
N -5.14 3.76 -3.75
C -5.04 3.09 -5.07
P -3.73 4.43 -3.26
O -3.13 5.49 -4.06
N -4.16 5.01 -1.76
C -4.36 6.44 -1.59
C -4.86 4.16 -0.90
N -2.77 3.04 -3.19
C -1.37 3.10 -3.38
C -3.29 1.78 -2.63
H -7.23 3.68 -3.28
H -6.81 4.74 -4.52
H -6.43 5.18 -2.89
H -5.97 2.60 -5.38
H -4.30 2.25 -4.99
H -4.66 3.71 -5.81
H -5.36 6.77 -1.44
H -3.80 6.78 -0.73
H -4.15 6.98 -2.49
H -4.55 3.13 -0.86
H -4.63 4.49 0.16
H -5.95 4.12 -0.96
H -1.05 2.19 -3.85
H -1.03 3.94 -4.00
H -0.90 3.03 -2.35
H -4.34 1.90 -2.57
H -2.97 1.66 -1.56
H -2.91 0.92 -3.20
C -2.44 -3.39 -6.62
N -3.77 -3.86 -6.43
C -4.73 -3.70 -7.56
P -4.28 -4.88 -5.21
O -5.78 -4.92 -5.21
N -3.68 -6.44 -5.45
C -4.52 -7.55 -5.11
C -2.24 -6.66 -5.48
N -3.51 -4.29 -3.80
C -3.87 -2.95 -3.40
C -3.36 -5.15 -2.58
H -2.54 -2.28 -6.83
H -1.85 -3.82 -7.43
H -1.92 -3.28 -5.65
H -4.62 -2.68 -7.94
H -5.76 -3.94 -7.39
H -4.36 -4.30 -8.35
H -4.66 -8.38 -5.88
H -4.14 -7.96 -4.15
H -5.49 -7.03 -5.07
H -1.80 -7.13 -4.58
H -2.03 -7.22 -6.34
H -1.70 -5.70 -5.46
H -4.28 -2.38 -4.24
H -4.61 -3.00 -2.57
H -2.99 -2.45 -2.95
H -4.35 -5.61 -2.18
H -2.87 -4.57 -1.79
H -2.78 -5.99 -2.96
C -3.50 -4.52 6.49
N -2.69 -5.15 5.46
C -2.52 -6.62 5.53
P -1.76 -4.37 4.38
O -0.93 -5.37 3.66
N -2.82 -3.46 3.47
C -2.60 -2.15 2.80
C -4.16 -4.04 3.29
N -0.80 -3.24 5.07
C 0.46 -3.68 5.65
C -1.37 -2.14 5.84
H -4.38 -5.11 6.75
H -3.89 -3.55 6.28
H -2.87 -4.44 7.39
H -1.61 -6.91 6.00
H -2.38 -7.16 4.60
H -3.30 -7.18 6.06
H -2.85 -2.29 1.77
H -3.08 -1.29 3.31
H -1.52 -1.99 2.82
H -4.35 -4.36 2.27
H -4.23 -4.92 3.93
H -4.93 -3.38 3.68
H 1.09 -4.11 4.94
H 0.99 -2.86 6.01
H 0.28 -4.31 6.52
H -1.25 -2.44 6.86
H -2.34 -1.99 5.51
H -0.80 -1.23 5.66
C -6.19 0.83 0.66
C -5.25 0.37 1.77
O -5.65 0.98 3.04
C -4.73 1.09 3.99
O -3.56 0.92 3.97
C -5.29 1.32 5.43
F -6.44 1.94 5.47
F -5.46 0.10 6.04
F -4.40 1.95 6.09
H -7.23 0.51 0.87
H -5.84 0.42 -0.32
H -6.20 1.91 0.76
H -4.21 0.57 1.61
H -5.34 -0.70 1.86
C 1.96 -0.47 2.08
C 0.67 0.25 1.83
O -0.15 -0.43 0.80
C -1.34 0.03 0.54
O -1.98 0.87 1.07
C -2.02 -0.76 -0.67
F -1.86 -2.14 -0.49
F -3.28 -0.43 -0.84
F -1.34 -0.38 -1.77
H 1.89 -1.51 2.57
H 2.56 0.13 2.81
H 2.61 -0.41 1.21
H 0.84 1.28 1.44
H 0.08 0.34 2.78
C 3.96 4.61 5.25
O 3.98 3.37 5.93
P 2.81 2.29 6.01
O 2.54 1.50 4.81
O 3.15 1.47 7.38
C 4.46 0.76 7.37
O 1.62 3.19 6.52
C 0.32 2.97 5.89
H 2.93 4.96 5.30
H 4.38 4.52 4.24
H 4.57 5.27 5.81
H 4.39 -0.10 8.03
H 5.23 1.51 7.65
H 4.64 0.33 6.36
H -0.04 1.99 6.28
H 0.45 2.82 4.79
H -0.33 3.79 6.14
C 3.73 -1.78 -5.67
O 3.38 -1.29 -4.35
P 3.31 0.23 -3.93
O 2.59 1.03 -4.93
O 4.78 0.68 -3.72
C 5.68 -0.01 -2.83
O 2.62 0.11 -2.55
C 1.80 1.16 -2.03
H 3.01 -1.46 -6.42
H 3.75 -2.87 -5.54
H 4.74 -1.39 -5.98
H 5.78 0.64 -1.94
H 6.62 -0.21 -3.35
H 5.26 -0.98 -2.47
H 2.43 1.97 -1.88
H 1.47 0.75 -1.07
H 0.92 1.34 -2.66


ORCA calculation (ωB97M-V with the def2-TZVPD basis set) on an isolated ion of composition C3H6NO3 and charge +1 in a non-equilibrium geometry.

HOMO energy (eV): -16.995
Electronic energy (Eh): -397.9027
Total charge: +1
Energy above the lowest of the compared OMol25 structures with the same formula, charge and spin (eV): 6.4810
Orbital gap (eV): 10.42
SMILES: C[C@@H]1CO[N+](=O)O1

Positions of all 13 atoms, in Å:
C 0.36 -1.45 0.88
C -0.29 -0.16 0.42
C -0.26 0.16 -1.12
O -0.14 1.53 -1.23
N 0.12 2.06 -0.07
O 0.20 3.19 0.16
O 0.29 1.06 0.88
H 1.39 -1.59 0.47
H -0.25 -2.14 0.38
H 0.39 -1.80 1.90
H -1.32 -0.27 0.72
H 0.51 -0.25 -1.75
H -1.02 -0.34 -1.65


ORCA calculation (ωB97M-V with the def2-TZVPD basis set) on C18H29ClNO2P2Zn as an isolated structure in a non-equilibrium geometry.

HOMO energy (eV): -10.303
Electronic energy (Eh): -3830.5402
Total charge: +1
Energy above the lowest of the compared OMol25 structures with the same formula, charge and spin (eV): 0.0000
Orbital gap (eV): 7.52

Positions of all 54 atoms, in Å:
Zn 0.06 -0.02 0.16
P 0.45 -2.32 0.53
C 0.68 -2.77 -1.20
C 0.05 -1.81 -2.16
N -0.09 -0.53 -1.75
C -0.51 0.42 -2.62
C -0.85 0.07 -3.94
C -0.73 -1.23 -4.33
C -0.27 -2.19 -3.46
C -0.57 1.87 -2.15
P 0.47 2.14 -0.67
H -0.15 -3.26 -3.72
H -1.20 0.89 -4.60
H -0.98 -1.53 -5.37
H -0.25 2.54 -2.95
H -1.61 2.14 -1.91
H 1.86 -2.62 -1.41
H 0.60 -3.83 -1.45
H 3.35 -1.43 -1.10
O 3.15 -2.05 -1.87
H 3.82 -2.77 -1.84
H 2.74 0.06 0.62
O 3.33 -0.29 -0.06
H 4.00 0.41 -0.03
C 2.07 2.56 -1.46
H 1.91 3.39 -2.17
H 2.78 2.88 -0.67
H 2.48 1.69 -2.00
C -0.14 3.70 0.03
H 0.55 4.02 0.82
H -0.19 4.49 -0.75
H -1.13 3.55 0.47
C -1.01 -3.17 1.19
H -0.87 -4.26 1.24
H -1.19 -2.80 2.21
H -1.91 -2.96 0.60
C 1.83 -3.11 1.42
H 1.65 -2.98 2.51
H 1.87 -4.19 1.20
H 2.79 -2.63 1.18
Cl -4.44 0.69 1.68
C -3.11 1.15 2.67
C -3.34 1.73 3.91
C -2.23 2.11 4.69
C -0.92 1.90 4.24
C -0.70 1.30 3.00
C -1.81 0.90 2.17
C -1.70 0.28 0.85
H -4.37 1.87 4.23
H -2.42 2.57 5.67
H -0.07 2.21 4.86
H 0.32 1.13 2.65
H -1.99 -0.78 0.82
H -2.06 0.89 0.01


ORCA calculation (ωB97M-V with the def2-TZVPD basis set) on C4H3PS as an isolated structure in a non-equilibrium geometry.

HOMO energy (eV): -8.531
Electronic energy (Eh): -893.5632
Energy above the lowest of the compared OMol25 structures with the same formula, charge and spin (eV): 1.6567
Orbital gap (eV): 8.15

Positions of all 9 atoms, in Å:
C 1.72 -1.24 -0.41
C 1.70 0.00 -0.54
C -1.01 -0.33 -0.36
C -0.16 0.62 0.69
P 0.15 -1.39 0.59
S 1.25 1.55 0.10
H -2.11 -0.06 -0.15
H -0.95 -0.17 -1.46
H -0.59 1.03 1.54


ORCA calculation (ωB97M-V with the def2-TZVPD basis set) on a 2-piece molecular cluster, CH5PS overall in a non-equilibrium geometry.

HOMO energy (alpha / beta) (eV): -8.656 / -7.859
Electronic energy (Eh): -780.4903
Energy above the lowest of the compared OMol25 structures with the same formula, charge and spin (eV): 3.5987
Orbital gap (alpha / beta) (eV): 8.61 / 6.81

Positions of all 8 atoms, in Å:
C -0.23 0.57 0.65
P 1.84 -1.43 -0.63
S -1.73 0.56 -0.16
H 0.16 -0.21 1.26
H 0.37 1.49 0.57
H 0.88 -0.57 -1.30
H 0.77 -2.34 -0.51
H -2.07 1.93 0.13


ORCA calculation (ωB97M-V with the def2-TZVPD basis set) on C3H5NO2 in the gas phase.

HOMO energy (eV): -9.866
Electronic energy (Eh): -322.5298
Energy above the lowest of the compared OMol25 structures with the same formula, charge and spin (eV): 1.2129
Orbital gap (eV): 10.66
SMILES: N=C1OCCO1

Positions of all 11 atoms, in Å:
N 2.15 1.21 0.15
C 1.08 0.55 0.07
O -0.09 1.19 0.31
C -1.19 0.31 0.15
C -0.56 -1.03 -0.22
O 0.85 -0.76 -0.22
H 3.04 0.76 -0.01
H -1.85 0.70 -0.63
H -1.76 0.27 1.09
H -0.79 -1.82 0.51
H -0.88 -1.37 -1.22


Question: electronic energy of number 6 (C3H5NO2)?
Answer: -322.5298 Eh


Question: The lowest electronic energy belongs to which entry?
Answer: C50H136F6N18O18P8